Entry 1:
A structure of composition C33H34N2O2PRu at a distorted geometry, computed with ωB97M-V/def2-TZVPD.

```
73
Properties=species:S:1:pos:R:3:lowdin_spin:R:1
Ru 0.50 -0.70 0.84 0.833
C -3.78 -0.73 2.72 -0.001
C -2.66 -0.45 1.71 -0.001
C -2.80 -1.36 0.48 -0.002
C -1.31 -0.61 2.38 -0.005
C -0.72 -1.87 2.57 -0.005
C 0.48 -2.01 3.28 0.093
C 1.12 -0.90 3.86 0.032
C 2.39 -1.06 4.63 0.003
C 0.53 0.34 3.69 0.035
C -0.66 0.49 2.96 0.044
H -4.75 -0.59 2.24 0.000
H -3.72 -0.05 3.57 0.000
H -3.72 -1.75 3.09 0.000
H -2.74 0.59 1.38 0.000
H -3.02 -2.39 0.76 0.000
H -1.89 -1.35 -0.13 -0.001
H -3.62 -1.01 -0.15 0.000
H -1.24 -2.77 2.24 -0.001
H 0.90 -2.99 3.43 0.004
H 2.38 -0.45 5.54 0.001
H 3.23 -0.71 4.02 0.001
H 2.58 -2.09 4.90 0.000
H 1.00 1.21 4.14 0.001
H -1.14 1.46 2.87 0.001
O 3.28 -0.94 -0.76 -0.007
C 2.94 -0.11 0.07 -0.001
O 2.54 -0.36 1.29 -0.021
C 2.73 1.32 -0.33 -0.005
P 0.91 1.58 -0.13 -0.013
C 0.07 1.51 -1.68 -0.002
C 0.07 0.22 -2.42 -0.002
C -1.33 -0.17 -2.93 -0.001
C -1.98 1.02 -3.58 -0.006
C -1.69 2.26 -3.20 0.000
C -0.77 2.48 -2.09 -0.007
C 0.86 3.28 0.46 0.002
C 0.51 3.60 1.77 0.000
C 0.65 4.91 2.22 0.000
C 1.13 5.88 1.36 0.000
C 1.49 5.56 0.06 0.000
C 1.36 4.26 -0.40 0.000
H 3.08 1.53 -1.34 -0.001
H 3.21 1.99 0.38 0.000
H 1.64 -0.82 -1.51 0.000
H -1.99 -0.55 -2.14 0.000
H -2.74 0.83 -4.33 0.000
H -2.19 3.12 -3.64 0.000
H -0.81 3.43 -1.57 0.000
H 0.14 2.84 2.43 0.000
H 0.37 5.16 3.23 0.000
H 1.25 6.90 1.72 0.000
H 1.87 6.33 -0.61 0.000
H 1.65 4.02 -1.42 0.000
N 1.34 -2.79 0.08 0.060
C 0.63 -3.21 -1.08 -0.002
C 0.30 -4.52 -1.35 0.005
C -0.44 -4.81 -2.49 -0.005
C -0.86 -3.79 -3.33 0.003
C -0.54 -2.47 -3.05 -0.002
C -0.94 -1.29 -3.91 -0.001
C 0.31 -0.69 -4.55 -0.002
C 0.87 0.17 -3.72 -0.002
N 0.61 -0.87 -1.54 -0.022
C 0.22 -2.20 -1.91 0.000
H 2.26 -2.38 -0.14 0.000
H 1.48 -3.56 0.73 0.003
H 0.63 -5.32 -0.70 0.000
H -0.69 -5.83 -2.73 0.000
H -1.44 -4.02 -4.22 0.000
H -1.73 -1.56 -4.61 0.000
H 0.67 -0.99 -5.52 0.000
H 1.79 0.74 -3.87 0.000
```

Values from the calculation:
Gap between HOMO and LUMO (spin up / spin down), eV: 6.1 / 6.7
LUMO level (spin up / spin down), Eh: -0.3024 / -0.2884
2S+1: 2
ΔE to the lowest compared entry with this formula, charge and spin, kcal/mol: 65.26
Total charge: +2

Entry 2:
The molecule C33H34N4O6 at a distorted geometry, computed with ωB97M-V/def2-TZVPD.

```
77
Properties=species:S:1:pos:R:3:nbo_charge:R:1
C -3.74 4.27 0.64 -0.646
C -3.29 2.88 0.34 0.291
C -2.03 2.41 0.44 -0.228
C -0.86 3.19 0.85 0.785
O 0.26 2.72 0.91 -0.621
O -1.12 4.48 1.14 -0.528
C -0.01 5.29 1.56 0.092
C 0.26 5.06 3.05 -0.631
C -0.36 6.73 1.25 -0.619
C -1.70 0.95 0.20 -0.204
C -1.44 0.28 1.53 -0.007
C -0.21 -0.30 1.81 -0.162
C 0.00 -0.94 3.03 -0.220
C -1.00 -1.00 3.98 -0.179
C -2.22 -0.40 3.69 -0.014
N -3.27 -0.43 4.67 0.530
O -4.30 0.16 4.41 -0.390
O -3.07 -1.04 5.70 -0.381
C -2.45 0.23 2.48 -0.136
C -2.82 0.23 -0.52 -0.334
C -2.56 -1.06 -1.09 0.790
O -3.38 -1.76 -1.67 -0.674
O -1.27 -1.44 -0.92 -0.512
C -0.86 -2.69 -1.44 0.079
C 0.31 -2.61 -2.43 -0.244
N 1.03 -3.60 -1.62 -0.432
C 2.46 -3.47 -1.36 -0.125
C 3.26 -3.87 -2.58 0.047
C 4.61 -3.54 -2.66 -0.228
C 5.36 -3.92 -3.75 -0.210
C 4.78 -4.64 -4.78 -0.218
C 3.45 -4.98 -4.70 -0.208
C 2.69 -4.61 -3.61 -0.227
C 2.83 -2.10 -0.84 0.053
C 2.99 -1.02 -1.71 -0.241
C 3.21 0.25 -1.22 -0.208
C 3.28 0.47 0.14 -0.210
C 3.15 -0.59 1.02 -0.209
C 2.92 -1.87 0.53 -0.256
C 0.09 -3.46 -0.51 -0.231
C -4.07 0.78 -0.58 0.472
N -5.14 0.12 -1.08 -0.796
N -4.30 2.04 -0.09 -0.588
H -3.21 4.99 0.01 0.249
H -3.51 4.53 1.67 0.249
H -4.81 4.38 0.48 0.202
H 0.87 4.97 0.99 0.200
H 0.51 4.02 3.23 0.230
H -0.62 5.32 3.63 0.206
H 1.09 5.68 3.37 0.214
H -1.25 7.02 1.82 0.207
H 0.46 7.38 1.53 0.217
H -0.57 6.85 0.19 0.215
H -0.78 0.90 -0.39 0.245
H 0.58 -0.25 1.08 0.237
H 0.96 -1.39 3.23 0.216
H -0.85 -1.48 4.93 0.243
H -3.41 0.67 2.29 0.232
H -1.73 -3.25 -1.79 0.221
H 0.11 -2.94 -3.45 0.195
H 0.75 -1.61 -2.43 0.198
H 2.66 -4.21 -0.57 0.214
H 5.07 -2.98 -1.86 0.216
H 6.41 -3.65 -3.80 0.212
H 5.37 -4.93 -5.64 0.211
H 2.99 -5.55 -5.50 0.211
H 1.65 -4.89 -3.53 0.228
H 2.97 -1.20 -2.78 0.222
H 3.32 1.08 -1.91 0.215
H 3.43 1.47 0.53 0.221
H 3.22 -0.43 2.08 0.214
H 2.82 -2.70 1.21 0.211
H -0.27 -4.42 -0.13 0.195
H 0.43 -2.83 0.31 0.193
H -5.97 0.61 -1.35 0.385
H -4.91 -0.77 -1.51 0.449
H -5.24 2.41 -0.14 0.403
```

Values from the calculation:
Gap between HOMO and LUMO, eV: 8.0
Structure (SMILES): CC1=C(C(=O)OC(C)C)[C@@H](c2cccc([N+](=O)[O-])c2)C(C(=O)OC2CN(C(c3ccccc3)c3ccccc3)C2)=C(N)N1
LUMO level, Eh: -0.0062
ΔE to the lowest compared entry with this formula, charge and spin, kcal/mol: 0.00

Entry 3:
A structure of composition C33H34N5O2S2V, computed with ωB97M-V/def2-TZVPD.

```
77
Properties=species:S:1:pos:R:3:lowdin_spin:R:1
V 0.99 -0.15 0.86 1.033
C 1.41 2.79 4.05 0.000
N 1.42 2.81 2.61 -0.003
C 2.58 3.47 2.06 0.000
C 0.20 3.05 1.96 0.000
C -0.86 3.70 2.59 0.000
C -2.07 3.90 1.95 0.000
C -2.24 3.46 0.64 0.000
C -1.20 2.79 0.01 0.001
C 0.03 2.57 0.64 0.000
N 1.06 1.80 0.07 0.005
C 1.37 1.99 -1.24 0.003
C 0.90 3.02 -2.08 -0.001
C 1.24 3.08 -3.42 0.001
C 2.08 2.14 -3.99 0.000
C 2.64 1.17 -3.16 0.000
C 2.32 1.10 -1.82 0.003
N 3.01 0.22 -0.90 0.005
C 4.07 1.00 -0.24 0.001
C 3.60 -0.97 -1.50 0.000
H 1.39 3.80 4.51 0.000
H 0.55 2.23 4.41 0.000
H 2.32 2.29 4.40 0.000
H 2.69 4.50 2.45 0.000
H 3.49 2.92 2.31 0.000
H 2.50 3.52 0.98 0.000
H -0.74 4.05 3.61 0.000
H -2.88 4.39 2.47 0.000
H -3.18 3.59 0.13 0.000
H -1.34 2.40 -0.99 0.000
H 0.23 3.76 -1.68 0.000
H 0.82 3.87 -4.03 0.000
H 2.32 2.17 -5.04 0.000
H 3.35 0.46 -3.57 0.000
H 4.82 1.32 -0.99 0.000
H 3.63 1.88 0.22 0.000
H 4.57 0.41 0.52 0.000
H 4.51 -0.72 -2.08 0.000
H 3.88 -1.66 -0.70 0.000
H 2.89 -1.46 -2.14 0.000
C -3.15 -1.02 -0.61 0.000
C -2.07 -0.45 0.28 0.001
N -0.85 -0.45 -0.14 -0.002
N -0.69 -1.01 -1.41 0.008
C 0.18 -1.96 -1.43 -0.001
S 1.11 -2.49 -0.06 -0.015
S 0.51 -2.58 -3.07 -0.001
C 0.72 -4.36 -2.72 0.000
C -0.59 -5.07 -2.55 0.000
C -1.15 -5.23 -1.28 0.000
C -2.38 -5.86 -1.14 0.000
C -3.06 -6.34 -2.24 0.000
C -2.51 -6.18 -3.51 0.000
C -1.28 -5.56 -3.66 0.000
C -2.37 0.00 1.62 -0.002
C -3.69 0.31 1.99 0.001
C -4.05 0.70 3.26 -0.002
C -3.06 0.76 4.24 0.000
C -1.76 0.48 3.93 -0.001
C -1.36 0.12 2.61 0.005
O -0.10 -0.10 2.42 0.017
H -3.17 -0.48 -1.56 0.000
H -2.90 -2.05 -0.86 0.000
H -4.13 -1.00 -0.15 0.000
H 1.26 -4.75 -3.58 0.000
H 1.35 -4.45 -1.84 0.000
H -0.62 -4.85 -0.42 0.000
H -2.81 -5.97 -0.15 0.000
H -4.02 -6.82 -2.13 0.000
H -3.03 -6.55 -4.38 0.000
H -0.86 -5.43 -4.64 0.000
H -4.47 0.27 1.23 0.000
H -5.08 0.94 3.49 0.000
H -3.32 1.05 5.26 0.000
H -0.98 0.52 4.67 0.000
O 3.48 -0.52 2.67 -0.017
C 2.57 -0.30 1.99 -0.039
```

Values from the calculation:
Gap between HOMO and LUMO (spin up / spin down), eV: 6.2 / 5.7
LUMO level (spin up / spin down), Eh: 0.0961 / 0.0962
2S+1: 2
ΔE to the lowest compared entry with this formula, charge and spin, kcal/mol: 0.00
Total charge: -1

Entry 4:
A structure of composition C33H35F4MgN5O4S2Se at a distorted geometry, computed with ωB97M-V/def2-TZVPD.

```
85
Properties=species:S:1:pos:R:3:lowdin_charge:R:1
Mg -0.38 -0.21 0.04 0.610
C -2.69 -1.45 1.99 -0.079
N -1.37 -0.84 2.07 -0.289
C -0.50 -1.67 2.90 -0.075
C -1.49 0.48 2.69 -0.177
C -0.34 1.36 2.23 -0.194
N -0.53 1.55 0.82 -0.054
C -0.94 2.69 0.30 -0.179
C -1.25 2.71 -1.08 -0.135
F -1.11 1.51 -1.75 0.018
C -1.69 3.81 -1.78 -0.226
F -1.98 3.68 -3.09 0.077
C -1.84 5.04 -1.15 0.042
C -1.52 5.08 0.20 -0.226
F -1.64 6.25 0.85 0.085
C -1.11 3.97 0.91 -0.120
F -0.87 4.17 2.24 0.055
H -3.20 -1.42 2.96 0.102
H -2.60 -2.50 1.70 0.072
H -3.29 -0.94 1.24 0.089
H -0.84 -1.66 3.95 0.107
H 0.52 -1.30 2.86 0.092
H -0.51 -2.69 2.54 0.060
H -1.52 0.39 3.79 0.130
H -2.42 0.94 2.35 0.134
H 0.61 0.83 2.39 0.095
H -0.31 2.28 2.80 0.121
H -2.18 5.91 -1.68 0.125
O -1.84 -0.88 -0.99 -0.546
S -2.45 -1.15 -2.33 1.090
C -2.48 -3.01 -2.41 -0.267
C -1.08 -3.60 -2.35 -0.224
C -0.91 -4.70 -1.30 -0.213
C -0.69 -4.11 0.09 -0.262
S 0.91 -3.15 0.45 0.994
O 0.64 -1.84 -0.22 -0.535
C 1.92 -4.18 -0.61 -0.415
C 2.47 -3.75 -1.80 -0.053
C 3.24 -4.63 -2.54 -0.052
C 3.47 -5.92 -2.08 -0.073
C 2.95 -6.33 -0.86 -0.067
C 2.17 -5.46 -0.12 -0.154
C -1.15 -0.96 -3.57 -0.370
C -1.50 -1.10 -4.91 -0.078
C -0.53 -0.99 -5.88 -0.064
C 0.79 -0.76 -5.53 -0.056
C 1.14 -0.63 -4.19 -0.042
C 0.16 -0.71 -3.21 -0.080
H -3.00 -3.26 -3.34 0.093
H -3.10 -3.32 -1.57 0.095
H -0.37 -2.82 -2.08 0.069
H -0.80 -3.97 -3.33 0.129
H -0.05 -5.32 -1.57 0.103
H -1.79 -5.35 -1.26 0.121
H -0.68 -4.89 0.84 0.094
H -1.47 -3.39 0.31 0.055
H 2.32 -2.73 -2.12 0.092
H 3.68 -4.31 -3.47 0.108
H 4.06 -6.61 -2.66 0.105
H 3.15 -7.32 -0.48 0.110
H 1.75 -5.76 0.83 0.101
H -2.53 -1.30 -5.18 0.113
H -0.81 -1.08 -6.92 0.110
H 1.55 -0.69 -6.28 0.109
H 2.17 -0.49 -3.90 0.108
H 0.42 -0.60 -2.17 0.074
Se 3.68 -3.71 2.18 0.986
N 4.11 -2.48 3.43 -0.293
C 3.82 -1.27 2.95 -0.427
C 3.97 -0.07 3.64 -0.090
C 3.53 1.10 3.02 -0.123
C 2.97 1.11 1.78 -0.115
N 2.90 -0.08 1.01 0.084
C 3.26 -1.26 1.62 -0.335
N 3.05 -2.42 1.05 -0.327
H 4.36 -0.07 4.64 0.088
H 3.63 2.05 3.53 0.104
H 2.68 2.00 1.25 0.108
C 2.05 1.82 -1.72 -0.018
O 1.73 1.02 -0.59 -0.115
C 2.60 -0.02 -0.32 -0.511
O 3.04 -0.72 -1.20 0.117
H 2.62 2.70 -1.40 0.110
H 1.13 2.12 -2.20 0.087
H 2.66 1.24 -2.43 0.087
```

Values from the calculation:
Gap between HOMO and LUMO, eV: 4.8
LUMO level, Eh: -0.0037
ΔE to the lowest compared entry with this formula, charge and spin, kcal/mol: 41.02

Entry 5:
A structure of composition C33H35N10SSe2Ti at a distorted geometry, computed with ωB97M-V/def2-TZVPD.

```
82
Properties=species:S:1:pos:R:3:lowdin_charge:R:1
Ti -0.68 -1.58 -0.58 0.955
C -3.55 -1.33 -1.76 -0.046
N -2.69 -2.40 -1.11 -0.215
C -3.37 -2.91 0.08 -0.119
C -3.25 -1.93 1.19 -0.220
C -4.16 -1.94 2.21 0.024
C -3.99 -1.07 3.29 0.006
C -2.96 -0.19 3.18 -0.016
C -2.08 -0.20 2.12 -0.147
N -2.15 -1.09 1.12 -0.001
C -2.53 -3.57 -2.04 -0.090
C -1.63 -3.27 -3.20 -0.246
C -1.81 -3.79 -4.48 0.028
C -0.81 -3.65 -5.43 0.008
C 0.34 -2.98 -5.03 0.002
C 0.45 -2.53 -3.72 -0.100
N -0.54 -2.60 -2.81 0.050
C -3.23 0.02 -1.21 -0.277
C -4.20 0.91 -0.93 0.009
C -3.83 2.16 -0.47 0.023
C -2.48 2.46 -0.29 -0.010
C -1.55 1.53 -0.64 -0.103
N -1.91 0.28 -1.05 0.003
H -4.60 -1.56 -1.59 0.145
H -3.36 -1.33 -2.83 0.143
H -2.85 -3.84 0.34 0.128
H -4.41 -3.14 -0.19 0.155
H -4.99 -2.64 2.17 0.140
H -4.69 -1.04 4.14 0.149
H -2.81 0.50 3.99 0.127
H -1.24 0.48 2.11 0.057
H -3.54 -3.92 -2.31 0.157
H -2.05 -4.34 -1.45 0.123
H -2.73 -4.26 -4.76 0.130
H -0.95 -3.89 -6.47 0.133
H 1.09 -2.85 -5.80 0.127
H 1.33 -1.96 -3.42 0.114
H -5.24 0.65 -1.10 0.148
H -4.59 2.88 -0.23 0.131
H -2.16 3.41 0.16 0.140
H -0.48 1.73 -0.55 0.104
C 3.04 -1.31 3.22 0.015
N 3.24 -1.22 1.77 -0.071
C 4.45 -1.35 1.04 0.043
C 4.18 -0.98 -0.23 0.023
N 2.81 -0.66 -0.29 0.020
C 2.30 -0.88 0.91 -0.691
S 0.65 -0.71 1.28 0.785
C 2.17 -0.03 -1.38 -0.259
C 2.90 0.91 -2.07 0.059
C 2.43 1.33 -3.34 0.038
C 1.20 0.88 -3.76 -0.010
C 0.43 0.12 -2.88 -0.138
N 0.92 -0.38 -1.69 0.020
H 4.02 -1.45 3.70 0.114
H 2.31 -2.08 3.49 0.096
H 2.61 -0.33 3.53 0.076
H 5.35 -1.66 1.54 0.146
H 4.90 -0.99 -1.03 0.142
H 3.84 1.21 -1.68 0.126
H 2.99 2.02 -3.94 0.131
H 0.79 1.11 -4.71 0.124
H -0.58 -0.12 -3.15 0.109
Se -0.20 -5.43 2.00 0.908
C -0.16 -4.21 0.80 -0.863
N -0.19 -3.30 0.00 -0.121
C 1.86 5.42 0.70 -0.032
N 2.38 5.13 2.03 -0.128
C 2.80 6.13 2.88 -0.040
C 3.32 5.59 3.97 -0.009
N 3.16 4.20 3.80 -0.095
C 3.65 3.16 4.78 0.012
C 2.57 3.93 2.60 -0.725
Se 1.94 2.36 1.84 0.584
H 1.73 6.48 0.62 0.093
H 0.92 4.90 0.60 0.055
H 2.48 5.05 -0.10 0.088
H 2.71 7.13 2.60 0.119
H 3.78 6.02 4.85 0.144
H 3.57 2.18 4.35 0.037
H 2.98 3.17 5.63 0.092
H 4.67 3.46 5.11 0.113
```

Values from the calculation:
Gap between HOMO and LUMO (spin up / spin down), eV: 4.5 / 4.5
LUMO level (spin up / spin down), Eh: -0.3423 / -0.3423
ΔE to the lowest compared entry with this formula, charge and spin, kcal/mol: 0.00
Total charge: +3

Entry 6:
A structure of composition C33H35N4O6SSiTi, computed with ωB97M-V/def2-TZVPD.

```
81
Properties=species:S:1:pos:R:3:lowdin_charge:R:1
Ti -0.31 0.65 1.60 0.872
N -2.39 -2.01 4.05 0.242
C -1.89 -0.96 3.43 -0.454
O -1.35 -1.08 2.31 -0.120
C -1.87 0.40 4.09 -0.151
C -1.65 1.47 3.02 -0.225
H -2.47 -2.88 3.54 0.115
H -2.86 -1.92 4.94 0.135
H -1.04 0.38 4.80 0.136
H -2.78 0.55 4.68 0.125
H -1.26 2.39 3.45 0.071
H -2.59 1.69 2.52 0.057
C 4.80 3.61 0.84 -0.089
C 4.68 2.49 0.04 -0.079
C 3.42 2.05 -0.35 -0.093
C 2.26 2.72 0.05 -0.329
C 2.41 3.85 0.87 -0.111
C 3.66 4.29 1.25 -0.084
Si 0.55 2.09 -0.43 0.667
C 0.69 1.09 -2.01 -0.380
C 1.17 -0.23 -1.97 -0.129
C 1.29 -0.98 -3.13 -0.079
C 0.91 -0.44 -4.35 -0.081
C 0.42 0.86 -4.40 -0.080
C 0.31 1.61 -3.24 -0.102
H 5.78 3.97 1.14 0.109
H 5.56 1.96 -0.29 0.110
H 3.35 1.18 -1.00 0.100
H 1.53 4.39 1.20 0.104
H 3.75 5.18 1.87 0.108
H -0.37 3.24 -0.60 -0.011
H 1.47 -0.67 -1.02 0.095
H 1.67 -1.99 -3.08 0.106
H 1.00 -1.02 -5.25 0.105
H 0.13 1.29 -5.35 0.105
H -0.07 2.63 -3.30 0.101
O 1.14 1.49 2.80 -0.070
C 1.92 0.55 2.46 -0.540
O 1.41 -0.42 1.80 -0.063
C 3.36 0.59 2.76 -0.118
C 3.88 1.66 3.48 0.011
C 5.24 1.72 3.73 -0.033
C 6.08 0.73 3.25 0.030
C 5.53 -0.32 2.52 -0.119
C 4.18 -0.41 2.27 0.081
N 6.43 -1.37 1.99 -0.349
O 5.91 -2.27 1.36 0.090
O 7.61 -1.26 2.22 0.096
H 3.22 2.44 3.83 0.130
H 5.66 2.55 4.29 0.120
H 7.15 0.75 3.42 0.128
H 3.79 -1.24 1.69 0.137
C -7.02 0.13 -1.27 -0.094
C -6.02 0.32 -2.41 -0.234
C -4.59 0.51 -1.92 -0.204
N -4.14 -0.70 -1.23 0.040
C -3.07 -0.81 -0.47 -0.645
S -2.05 0.56 -0.28 0.762
N -2.75 -1.99 0.13 0.123
C -3.58 -3.09 0.46 -0.359
O -3.47 -3.58 1.56 0.121
C -4.47 -3.66 -0.59 -0.176
C -4.05 -3.72 -1.92 -0.041
C -4.87 -4.30 -2.87 -0.055
C -6.11 -4.80 -2.50 -0.054
C -6.52 -4.75 -1.18 -0.051
C -5.70 -4.19 -0.22 -0.007
H -8.03 0.03 -1.66 0.078
H -7.00 0.98 -0.59 0.081
H -6.81 -0.77 -0.69 0.062
H -6.28 1.20 -2.99 0.116
H -6.05 -0.53 -3.09 0.112
H -4.52 1.35 -1.22 0.105
H -3.91 0.72 -2.75 0.126
H -4.65 -1.55 -1.44 0.114
H -2.02 -1.88 0.84 0.091
H -3.07 -3.33 -2.20 0.127
H -4.54 -4.36 -3.90 0.114
H -6.75 -5.25 -3.25 0.114
H -7.49 -5.15 -0.89 0.114
H -5.99 -4.16 0.82 0.125
```

Values from the calculation:
Gap between HOMO and LUMO, eV: 7.5
LUMO level, Eh: -0.1136
ΔE to the lowest compared entry with this formula, charge and spin, kcal/mol: 0.00
Total charge: +1